{"formula": "C4H7NS", "method": "ωB97M-V/def2-TZVPD", "symbols": ["C", "C", "C", "C", "N", "S", "H", "H", "H", "H", "H", "H", "H"], "xyz": [[2.0438, -0.0363, -0.0347], [2.0912, 0.9564, 0.7589], [1.7941, -1.1234, -0.6839], [-2.6610, 0.7352, -0.0719], [-2.0112, -0.3772, -0.1895], [-1.4806, -1.3259, 1.0893], [2.9943, 1.5308, 1.1366], [1.2104, 1.4666, 0.8941], [1.8061, -1.9797, -0.0459], [1.8447, -1.2817, -1.8020], [-3.0080, 0.7074, 0.9261], [-2.8012, 1.4470, -0.8240], [-1.8226, -0.7192, -1.1530]], "atomic_forces_ev_per_a": [[0.0, -0.9, -0.9], [2.9, 2.1, 0.9], [0.9, -0.7, -1.7], [0.5, -2.2, 1.1], [0.2, 0.0, -1.8], [-0.1, -0.5, 0.0], [-0.9, -1.3, -0.6], [-2.2, 1.1, 0.7], [-0.4, -0.8, 0.0], [-0.2, 0.5, 1.5], [-0.6, 1.6, 1.0], [-0.4, 0.6, -1.1], [0.4, 0.4, 0.8]], "relative_energy_kj_mol": 419.01, "e_tot_ev": -16582.589, "orbital_gap_ev": 7.98, "smiles": "C=[NH+][S-].C=C=C"}